No. 1
This record from the OMol25 dataset describes a 2-piece molecular cluster, C5H12S overall. The level of theory is the ωB97M-V functional and the def2-TZVPD basis.

```
18
Properties=species:S:1:pos:R:3:mulliken_charge:R:1
C 1.7636 0.1579 -1.1716 -1.843
C 1.4718 -0.7326 0.0415 -0.772
C 0.2182 -0.3692 0.8895 -0.426
C -0.9584 -1.2332 0.6323 -0.463
S -1.9752 -0.7753 -0.7116 -0.171
C -2.6468 0.8506 -0.1413 -0.811
H 2.7559 0.5718 -1.0047 0.510
H 1.6553 -0.3824 -2.1222 0.385
H 1.1421 1.0485 -1.1699 0.185
H 2.2858 -0.6815 0.7627 0.236
H 1.5406 -1.8045 -0.2007 0.653
H 0.0127 0.6668 0.6022 -0.366
H 0.5412 -0.2780 1.9285 0.276
H 1.9228 1.7700 0.6893 0.333
H -1.3361 -2.0669 1.2111 0.451
H -3.4023 1.0854 -0.8928 0.300
H -1.8788 1.6161 -0.1359 0.272
H -3.1124 0.5563 0.7935 0.252
```

Output
**⟨S²⟩**: 0.758
**Spin multiplicity**: 2
**Total charge**: -1
**Relative energy (zero: lowest compared OMol25 entry of this formula, charge and spin)**: 202.1 kJ/mol
**LUMO (alpha / beta)**: 3.22 / 3.09 eV

No. 2
This record from the OMol25 dataset describes an isolated ion of composition C6H17N2 and charge +1. The level of theory is the ωB97M-V functional and the def2-TZVPD basis.

```
25
Properties=species:S:1:pos:R:3:mulliken_charge:R:1
C -0.0795 1.4656 -0.3077 -0.227
N 1.0863 0.6945 -0.4717 -0.241
C 1.4223 -0.4115 0.5453 -0.690
C 0.5887 -0.3124 1.8141 -0.524
C -0.7728 -1.0895 1.7591 -0.051
C -0.7778 -2.5139 1.4078 -1.171
C -0.8839 1.5588 -1.6583 -0.828
N -0.4398 0.6664 -2.7467 -0.176
H -0.9698 1.1292 0.2397 0.126
H 0.0973 2.5726 0.0102 0.221
H 1.8977 1.3825 -0.7179 0.284
H 1.3645 -1.4335 0.0366 0.197
H 2.4944 -0.2199 0.8017 0.343
H 0.7530 0.8156 2.3283 0.281
H 1.3437 -0.8430 2.5102 0.381
H -1.0428 -0.8839 2.7998 0.261
H -1.5569 -0.5476 1.0797 0.148
H -0.1325 -3.0047 2.2530 0.264
H -0.2911 -2.7736 0.5007 0.301
H -1.7344 -3.1119 1.3822 0.349
H -1.7848 1.2877 -1.1844 0.340
H -1.0210 2.6527 -1.9759 0.390
H -0.8347 1.0120 -3.6094 0.355
H 0.5981 0.5141 -2.7357 0.346
H -0.6872 -0.2574 -2.5517 0.320
```

Output
**Total charge**: +1
**Relative energy (zero: lowest compared OMol25 entry of this formula, charge and spin)**: 334.6 kJ/mol
**LUMO**: -3.42 eV

No. 3
This record from the OMol25 dataset describes C48H43BrClKN4O3P as an isolated structure. The level of theory is the ωB97M-V functional and the def2-TZVPD basis.

```
102
Properties=species:S:1:pos:R:3:mulliken_charge:R:1
K 1.1068 -0.3341 0.3901 1.459
C 1.8410 1.7900 -3.0001 -1.463
C 0.6103 2.6549 -3.2588 0.497
C 0.4758 3.7742 -2.2277 -1.711
C -0.6587 1.7957 -3.3467 -0.050
C -1.7985 2.4857 -4.1115 -0.712
O -2.9253 2.4123 -3.2223 -0.500
C -2.4601 1.8377 -2.0648 0.387
N -1.2507 1.4809 -2.0403 0.175
C -3.5204 1.7094 -1.0185 0.208
C -4.7080 2.4012 -1.2814 -1.060
C -5.7976 2.3097 -0.4366 -0.748
C -5.7254 1.4956 0.6821 -0.863
C -4.5558 0.8100 0.9512 -0.385
C -3.4262 0.9122 0.1367 0.711
P -1.9041 -0.0478 0.6251 0.942
C -2.7265 -1.7080 0.6477 0.841
C -2.8624 -2.3165 -0.6016 -0.633
C -3.4285 -3.5732 -0.7322 -0.587
C -3.8580 -4.2607 0.3977 -0.571
C -3.7299 -3.6675 1.6452 -0.770
C -3.1739 -2.3967 1.7682 -0.119
C -1.7757 0.3175 2.4256 0.161
C -2.2012 1.5056 3.0166 -0.587
C -1.9055 1.7811 4.3430 -0.663
C -1.1671 0.8799 5.0990 -0.654
C -0.7251 -0.3004 4.5191 -0.955
C -1.0278 -0.5785 3.1927 -0.538
H 2.7411 2.4088 -2.9553 0.528
H 1.9722 1.0478 -3.7949 0.416
H 1.7738 1.2481 -2.0527 0.142
H 0.7191 3.1156 -4.2499 0.413
H 0.4658 3.3741 -1.2096 0.106
H -0.4444 4.3524 -2.3735 0.346
H 1.3169 4.4668 -2.3090 0.606
H -0.3897 0.8447 -3.8192 0.339
H -2.0596 1.9878 -5.0432 0.319
H -1.5821 3.5352 -4.3142 0.350
H -4.7650 3.0118 -2.1698 0.510
H -6.7035 2.8616 -0.6572 0.381
H -6.5765 1.3978 1.3452 0.437
H -4.5050 0.1771 1.8286 0.405
H -2.4977 -1.7945 -1.4829 0.110
H -3.5175 -4.0301 -1.7113 0.414
H -4.2776 -5.2555 0.3057 0.378
H -4.0597 -4.1946 2.5330 0.404
H -3.0758 -1.9536 2.7529 0.379
H -2.7243 2.2489 2.4303 0.418
H -2.2192 2.7240 4.7747 0.386
H -0.9203 1.1074 6.1288 0.368
H -0.1268 -1.0012 5.0893 0.417
H -0.6520 -1.4942 2.7440 0.375
N 4.4717 -1.2483 -2.3648 0.007
C 3.2769 -1.6212 -2.9826 0.319
C 3.3442 -2.1286 -4.2910 -0.654
C 2.1761 -2.5072 -4.9126 -0.578
C 0.9672 -2.3832 -4.2360 -0.994
C 1.0075 -1.8835 -2.9498 -0.682
N 2.1313 -1.5029 -2.3334 0.610
C 4.6794 -0.6750 -1.1041 0.390
C 5.9364 -0.7983 -0.5051 -1.012
C 6.1227 -0.2517 0.7506 -0.363
C 5.0682 0.3981 1.3796 -1.178
C 3.8820 0.4905 0.6813 0.045
N 3.6860 -0.0211 -0.5352 0.123
H 5.2993 -1.5981 -2.8112 0.236
H 4.2997 -2.2139 -4.7955 0.421
H 2.2040 -2.9000 -5.9221 0.399
H 0.0290 -2.6718 -4.6898 0.489
H 0.0995 -1.7892 -2.3562 0.687
H 6.7370 -1.3252 -1.0121 0.391
H 7.0816 -0.3475 1.2439 0.394
H 5.1546 0.8191 2.3722 0.466
H 3.0340 1.0189 1.1112 0.451
Cl 2.2943 2.7567 3.4593 -0.276
C 1.4014 4.1320 2.8071 0.722
C 1.6815 5.3828 3.3134 -0.444
C 1.0274 6.5164 2.8336 -0.605
C 0.0789 6.3304 1.8182 -0.691
C -0.2036 5.0836 1.3078 -0.585
C 0.4425 3.8794 1.7687 0.189
C 0.1523 2.6296 1.2523 0.115
H 2.4252 5.4718 4.0986 0.381
H 1.2449 7.4970 3.2364 0.346
H -0.4489 7.1927 1.4197 0.332
H -0.9450 4.9768 0.5194 0.257
H -0.6302 2.5033 0.5091 -0.255
H 0.5872 1.7429 1.6808 -0.356
Br 1.2570 -9.0538 1.1638 -0.246
C 1.1890 -7.1489 1.1523 0.208
C 1.4360 -6.4585 2.3259 -0.653
C 1.3972 -5.0696 2.3043 -0.314
C 1.0886 -4.3870 1.1362 -0.012
C 0.8290 -5.1058 -0.0247 -0.017
C 0.8917 -6.4927 -0.0300 -0.749
C 1.0138 -2.8716 1.1242 0.719
O 1.8223 -2.2330 1.8411 -0.863
O 0.1291 -2.3751 0.3764 -0.732
H 1.6607 -6.9957 3.2372 0.405
H 1.6137 -4.5003 3.2002 0.470
H 0.5602 -4.5627 -0.9232 0.509
H 0.7015 -7.0571 -0.9329 0.421
```

Output
**Total charge**: -1
**LUMO**: 1.91 eV

No. 4
This record from the OMol25 dataset describes C3H6N4O as an isolated structure. The level of theory is the ωB97M-V functional and the def2-TZVPD basis.

```
14
Properties=species:S:1:pos:R:3:mulliken_charge:R:1
C -0.8953 -0.0483 -0.1055 0.328
C -0.3250 -1.5037 0.1512 -0.326
C 1.5082 0.0232 -0.2238 0.398
H -0.5908 2.4944 0.5682 0.277
H 0.4924 2.4312 -1.2153 0.268
H -2.6278 -0.2453 -0.3138 0.244
H -1.3452 -2.2495 -0.1843 0.278
H -0.2549 -1.4390 1.4884 0.274
H 1.6896 -1.9765 0.4152 0.390
N 0.3036 2.0619 0.0166 -0.678
N 0.2596 0.7541 0.3085 0.197
N -2.0022 0.5162 -0.3399 -0.647
N 1.1104 -1.2895 -0.4907 -0.460
O 2.6776 0.4707 -0.0748 -0.543
```

Output
**Relative energy (zero: lowest compared OMol25 entry of this formula, charge and spin)**: 639.6 kJ/mol
**LUMO**: -0.08 eV

No. 5
This record from the OMol25 dataset describes C43H47Br2N5O2STi as an isolated structure. The level of theory is the ωB97M-V functional and the def2-TZVPD basis.

```
101
Properties=species:S:1:pos:R:3:mulliken_charge:R:1
Ti -0.2400 0.1725 0.1395 -0.609
O -0.8145 0.4483 1.8078 0.577
C -0.8118 -0.4618 2.8785 1.761
C -0.1332 -1.7634 2.3776 -1.339
C -0.8884 -2.3865 1.2312 -1.216
C -1.5600 -3.5846 1.3756 -0.516
C -2.2159 -4.1289 0.2873 -1.312
C -2.1844 -3.4607 -0.9215 -0.730
C -1.5119 -2.2549 -1.0195 0.057
C -1.5293 -1.4634 -2.2927 -2.194
C -2.2055 -0.0898 -2.0538 2.139
O -1.4168 0.5939 -1.1230 -0.183
C -3.6261 -0.2951 -1.5312 -0.006
C -4.0404 0.2897 -0.3451 0.434
C -5.3440 0.1109 0.1043 -0.662
C -6.2388 -0.6552 -0.6239 -0.785
C -5.8291 -1.2362 -1.8183 -0.830
C -4.5342 -1.0498 -2.2710 -0.383
C -2.2692 0.7692 -3.3151 -0.449
C -2.6795 2.0927 -3.1684 -0.275
C -2.7418 2.9332 -4.2649 -0.820
C -2.3963 2.4629 -5.5276 -0.494
C -1.9834 1.1509 -5.6786 -0.915
C -1.9154 0.3073 -4.5739 -0.230
N -0.8840 -1.7296 0.0511 2.582
C -2.2464 -0.7218 3.3479 0.219
C -2.5573 -1.8248 4.1369 -0.262
C -3.8433 -2.0088 4.6204 -0.987
C -4.8332 -1.0775 4.3393 -0.811
C -4.5230 0.0357 3.5732 -0.964
C -3.2401 0.2090 3.0723 0.025
C -0.0894 0.1502 4.0816 0.018
C -0.3948 1.4692 4.4102 0.106
C 0.1391 2.0565 5.5422 -0.980
C 1.0013 1.3382 6.3625 -0.631
C 1.3196 0.0308 6.0357 -1.015
C 0.7711 -0.5632 4.9033 0.209
H 0.8775 -1.5064 2.0439 -0.626
H -0.0389 -2.5015 3.1693 1.343
H -1.5510 -4.0859 2.3326 0.561
H -2.7506 -5.0648 0.3829 0.479
H -2.6866 -3.8578 -1.7923 0.576
H -0.5093 -1.2754 -2.6360 0.657
H -2.0648 -2.0351 -3.0479 0.914
H -3.3402 0.8924 0.2192 0.295
H -5.6582 0.5760 1.0293 0.402
H -7.2523 -0.7954 -0.2707 0.397
H -6.5232 -1.8280 -2.4015 0.440
H -4.2370 -1.4805 -3.2209 0.401
H -2.9313 2.4637 -2.1817 0.292
H -3.0552 3.9610 -4.1345 0.422
H -2.4440 3.1206 -6.3859 0.394
H -1.7024 0.7785 -6.6555 0.415
H -1.5790 -0.7113 -4.7146 0.374
H -1.7897 -2.5411 4.4056 0.463
H -4.0697 -2.8747 5.2296 0.462
H -5.8362 -1.2162 4.7213 0.410
H -5.2834 0.7794 3.3697 0.590
H -2.9955 1.0760 2.4720 0.592
H -1.0508 2.0352 3.7600 0.386
H -0.1114 3.0821 5.7824 0.437
H 1.4248 1.7973 7.2466 0.400
H 1.9892 -0.5401 6.6671 0.460
H 1.0357 -1.5885 4.6784 0.405
Br 1.7904 -0.2564 -1.3205 -0.483
C 0.3585 2.3135 -0.3894 -1.066
Br -1.0535 3.3593 0.4605 -0.256
H 0.2813 2.4588 -1.4609 0.607
H 1.3156 2.6321 0.0071 0.729
C 3.6374 -7.1490 -0.0796 -0.994
C 4.3705 -5.8176 -0.0073 -0.679
N 4.0239 -4.9209 -1.0985 -0.127
C 2.9363 -4.1237 -1.1100 0.425
S 1.8624 -4.0274 0.1856 -0.359
N 2.7367 -3.3949 -2.2240 0.190
C 3.6781 -3.2255 -3.3173 -0.731
C 3.4735 -4.2355 -4.4417 -0.983
H 3.9089 -7.7737 0.7726 0.368
H 3.8882 -7.6886 -0.9945 0.303
H 2.5618 -6.9780 -0.0533 0.260
H 5.4505 -5.9688 -0.0485 0.414
H 4.1328 -5.3099 0.9256 0.317
H 4.5613 -5.0038 -1.9441 0.170
H 2.0057 -2.7012 -2.1535 -0.329
H 4.7022 -3.2730 -2.9358 0.436
H 3.5405 -2.2107 -3.6907 0.323
H 3.5385 -5.2597 -4.0695 0.280
H 4.2253 -4.1037 -5.2207 0.369
H 2.4876 -4.1087 -4.8884 0.293
C 3.4832 -1.1332 1.9317 -0.926
C 3.0369 0.2477 2.2622 0.161
N 1.9936 0.8786 1.7738 0.416
C 1.9761 2.1170 2.3776 -0.421
C 3.0241 2.2353 3.2309 -1.108
N 3.6965 1.0360 3.1483 0.031
H 3.0369 -1.4536 0.9924 -0.314
H 3.1875 -1.8426 2.7093 0.227
H 4.5690 -1.1772 1.8316 0.504
H 1.2005 2.8365 2.1752 0.476
H 3.3430 3.0378 3.8710 0.417
H 4.5207 0.7768 3.6597 0.188
```

Output
**Relative energy (zero: lowest compared OMol25 entry of this formula, charge and spin)**: 93.6 kJ/mol
**LUMO**: -0.15 eV